Formula: C9H13N2PS2
Source: OMol25
Level of theory: wB97M-V/def2-TZVPD

- Max |F|: 0.09034 hartree/bohr
- ΔE to the lowest compared entry with this formula, charge and spin: 637.7 kJ/mol
- Frontier orbital gap: 0.170 Ha
- Molar mass: 244.325 Da

Last column: Mulliken charge in e.
CARTESIAN COORDINATES (ANGSTROEM)
S  2.17  -1.45  -1.40  -0.023
S  -2.26  -0.41  1.75  -0.529
P  -0.17  0.77  -1.75  0.054
N  -1.23  0.13  -0.64  -0.085
N  0.25  -0.08  1.06  -0.184
C  -2.46  -0.57  -1.34  -0.549
C  0.36  2.39  -0.92  -0.887
C  2.04  0.35  2.66  -0.055
C  2.68  1.31  1.91  -0.764
C  -1.03  -2.48  -1.88  -0.906
C  1.25  -0.20  -1.47  0.486
C  -1.99  -1.62  -2.26  -0.139
C  0.65  -0.19  2.45  -0.754
C  -0.92  -0.11  0.66  0.409
H  2.57  -0.01  3.56  0.291
H  2.17  1.59  1.00  0.006
H  1.06  3.02  -1.46  0.406
H  -2.93  0.30  -1.82  0.274
H  -2.25  -1.69  -3.29  0.344
H  0.54  2.03  0.13  0.152
H  -0.21  0.19  3.08  0.365
H  0.66  -1.21  2.80  0.354
H  -3.06  -0.89  -0.40  0.327
H  -0.48  -2.78  -0.99  0.428
H  3.63  1.65  2.17  0.347
H  -0.45  -2.99  -2.62  0.289
H  -0.57  2.95  -1.01  0.342